Formula: C4H9N3O2S
Source: OMol25
Level of theory: ωB97M-V/def2-TZVPD

Last column: Mulliken charge in e.
CARTESIAN COORDINATES (ANGSTROEM)
C: -0.4566 -1.1030 0.4567  -0.15
C: 0.9346 1.1677 -0.0163  0.16
C: -1.7233 1.1411 0.5188  -1.25
C: -0.7070 0.2299 -0.1799  0.16
N: -0.0802 -2.0744 -0.2296  -0.54
N: 1.0821 2.3902 -0.2095  -0.54
N: 2.2080 -1.0928 -1.2656  -0.57
O: 3.6535 0.6017 0.1027  -0.65
O: 2.0562 -0.8020 1.3735  -0.54
S: 2.4094 -0.1204 0.1426  1.01
H: -0.5897 -1.0051 1.5374  0.30
H: -1.2759 1.1251 1.5731  0.31
H: -1.9530 2.2241 0.2453  0.30
H: -2.8185 0.7869 0.5387  0.29
H: -0.7408 0.3270 -1.2237  0.39
H: 0.0191 -2.8958 0.4016  0.23
H: 2.1657 2.5746 -0.3168  0.34
H: 2.9990 -1.7450 -1.2560  0.30
H: 1.3262 -1.6093 -1.0907  0.46

Output
- Electronic energy: -870.6304 a.u.
- Structure (SMILES): [H]/N=C(/[C@H](C)/C=N/[H])S(N)(=O)=O
- Gap between HOMO and LUMO: 10.07 eV
- HOMO level: -9.60 eV

***

Formula: C4H9N3O2Si
Source: OMol25
Level of theory: ωB97M-V/def2-TZVPD

Last column: Mulliken charge in e.
CARTESIAN COORDINATES (ANGSTROEM)
C: -0.2661 2.5546 -0.0028  0.40
C: -1.4776 -0.2127 1.3164  -1.01
C: -0.7055 -1.1836 -1.3907  -1.05
C: 1.4390 -1.0712 1.0489  -0.94
N: -0.9466 3.4608 0.2006  -0.42
N: 0.4118 1.3652 -0.3082  0.04
N: 1.1657 1.3336 -1.3643  0.97
O: 1.2028 2.2708 -2.1492  -0.63
O: 1.8049 0.3038 -1.5341  -0.61
Si: 0.0391 -0.3603 0.1665  0.39
H: -2.2183 -1.0870 1.1215  0.28
H: -1.3085 -0.2822 2.4586  0.29
H: -1.9546 0.8424 1.0674  0.26
H: -1.6882 -0.7947 -1.6403  0.29
H: 0.0360 -1.1172 -2.0742  0.46
H: -0.6511 -2.1515 -0.9004  0.30
H: 2.2468 -1.3961 0.4426  0.36
H: 1.8089 -0.4710 1.9717  0.31
H: 1.0615 -2.0038 1.5700  0.30

Output
- Electronic energy: -761.9332 a.u.
- Structure (SMILES): C[Si](C)(C)N(C#N)[N+](=O)[O-]
- Gap between HOMO and LUMO: 10.66 eV
- HOMO level: -10.74 eV

***

Formula: C4H9N3S
Source: OMol25
Level of theory: ωB97M-V/def2-TZVPD

Last column: Mulliken charge in e.
CARTESIAN COORDINATES (ANGSTROEM)
C: 0.1228 0.0381 -1.2077  -0.13
C: 0.3073 -0.4872 0.0134  0.29
C: 1.4462 -0.0311 0.8987  -1.06
C: -0.5960 -1.5418 0.5274  -0.31
H: 1.7597 1.2625 -1.3677  0.22
H: 0.8731 1.0783 -2.8022  0.26
H: -0.6796 -0.3245 -1.8469  0.39
H: 1.6290 -0.7688 1.6730  0.39
H: 2.3801 0.0821 0.3329  0.40
H: 0.7165 2.2123 0.7904  0.11
H: -0.1820 -2.5563 0.6892  0.36
H: -3.4444 -0.3353 0.5629  0.24
H: -1.9998 0.4710 0.1311  0.24
N: 0.8525 1.0933 -1.7654  -0.47
N: -1.8302 -1.4493 0.8035  -0.41
N: -2.4572 -0.2413 0.7321  -0.34
S: 1.1019 1.4981 1.8351  -0.20

Output
- Electronic energy: -720.2089 a.u.
- Structure (SMILES): N/C=C(/C=N\N)CS
- Gap between HOMO and LUMO: 8.83 eV
- HOMO level: -8.15 eV

***

Formula: C4H9N3S
Source: OMol25
Level of theory: ωB97M-V/def2-TZVPD

Last column: Mulliken charge in e.
CARTESIAN COORDINATES (ANGSTROEM)
C: -0.2845 0.5201 -2.5786  -0.79
C: 0.0649 -0.4347 -0.4129  0.51
C: 0.7526 -1.5505 0.3534  -0.51
C: -1.7683 1.0623 0.1152  0.04
H: 0.1159 0.2161 -3.5688  0.28
H: -1.4015 0.6323 -2.6562  0.23
H: 0.0978 1.4767 -2.2704  0.36
H: 0.0295 -2.1684 0.9109  0.26
H: 1.3567 -2.1127 -0.4059  0.31
H: 2.7550 -0.3812 0.7363  0.14
H: -0.1359 0.7930 1.2685  0.26
H: -2.2473 0.4753 -0.7043  0.29
H: -3.2833 2.0764 0.4182  0.26
N: 0.1125 -0.5520 -1.6603  -0.44
N: -0.4447 0.6467 0.3166  -0.25
N: -2.3439 1.9524 0.7871  -0.68
S: 1.8036 -0.8075 1.5816  -0.27

Output
- Electronic energy: -720.2380 a.u.
- Structure (SMILES): [H]/N=C/N/C(CS)=N\C
- Gap between HOMO and LUMO: 10.14 eV
- HOMO level: -9.33 eV

***

Among the records above, which one has the lowest HOMO level?
C4H9N3O2Si